20
Properties=species:S:1:pos:R:3:forces:R:3:mulliken_charge:R:1 method="wB97M-V/def2-TZVPD" total_charge=0 lumo_ev=0.99 gap_ev=8.13 smiles="[H]/N=c1/n(C)ccn1CC" de_lowest_ev=1.466 homo_ev=-7.1
H -2.0624 0.8719 -0.9782 0.6 -0.3 3.3 0.221
N -1.9055 0.8339 0.1238 -1.9 1.1 -2.6 -0.811
C -0.9559 0.0835 0.4809 1.9 -0.9 -4.6 0.404
N -0.4659 -0.1313 1.6926 -0.4 0.1 0.8 0.090
C -1.0051 0.4956 2.8071 -2.3 2.9 1.3 -0.929
C 0.6311 -0.9493 1.7414 -0.1 -0.3 -2.1 -0.364
C 0.8779 -1.2785 0.4442 1.1 -1.1 -0.9 -0.398
N -0.0362 -0.6280 -0.4210 -0.2 -0.7 3.0 0.248
C -0.0648 -0.6337 -1.8721 -0.1 -0.3 -0.4 -0.698
C 0.6026 0.6307 -2.3904 -0.7 -1.1 -1.8 -0.955
H -0.6768 1.6172 2.8967 -0.3 -2.0 0.1 0.263
H -2.1432 0.5663 2.7153 1.5 -0.2 0.0 0.320
H -0.7972 -0.1007 3.6865 0.2 0.3 0.3 0.343
H 0.9722 -1.1710 2.7241 0.7 -0.6 0.1 0.377
H 1.6035 -2.0178 0.0065 -0.8 1.1 0.7 0.313
H -1.1572 -0.6301 -2.1853 1.3 -0.4 0.2 0.324
H 0.5287 -1.5098 -2.3526 -1.4 1.0 1.3 0.291
H 1.6211 0.6460 -2.0677 0.6 0.4 0.3 0.296
H 0.5829 0.5650 -3.5022 0.2 0.2 0.6 0.350
H 0.0203 1.4801 -2.1232 -0.1 0.9 0.5 0.314